ORCA calculation (wB97M-V/def2-TZVPD) on a molecular structure, C51H39AsFeN4O4P.

Values from the calculation:
Electronic energy, hartree: -6327.83509
2S+1: 2
F_max, Eh/bohr: 0.0176
Energy relative to the best compared isomer or geometry (same formula, charge and spin), eV: 0.046
Frontier orbital gap (alpha / beta), eV: 6.9079 / 6.8345

Last column: Löwdin spin population.
CARTESIAN COORDINATES (ANGSTROEM)
Fe (1.30, -1.50, -2.63)  0.901
O (2.66, -1.25, 1.09)  -0.001
C (2.45, -1.27, -0.10)  0.001
O (1.34, -1.58, -0.70)  0.019
C (3.56, -0.95, -1.09)  -0.001
C (4.88, -0.63, -0.85)  0.000
C (5.72, -0.42, -1.95)  -0.001
C (5.23, -0.55, -3.25)  0.000
C (3.90, -0.88, -3.41)  0.000
N (3.13, -1.04, -2.34)  -0.006
C (3.12, -1.16, -4.69)  0.002
O (3.62, -0.95, -5.77)  0.001
O (1.95, -1.67, -4.44)  0.023
H (5.24, -0.56, 0.17)  0.000
H (6.76, -0.17, -1.79)  0.000
H (5.86, -0.41, -4.11)  0.000
C (2.39, -5.62, -2.26)  -0.002
C (2.49, -4.23, -2.50)  0.001
N (1.43, -3.46, -2.55)  -0.012
C (0.19, -4.00, -2.37)  0.002
C (0.00, -5.36, -2.09)  0.000
C (1.16, -6.17, -2.04)  0.001
C (-1.32, -5.83, -1.86)  0.012
C (-2.36, -4.95, -1.92)  -0.001
C (-2.17, -3.58, -2.22)  0.012
C (-0.92, -3.09, -2.48)  -0.002
N (-0.51, -1.81, -2.78)  0.024
C (-1.24, -0.79, -3.33)  -0.005
C (-2.55, -0.78, -3.76)  0.019
C (-3.13, 0.40, -4.27)  -0.002
C (-2.43, 1.57, -4.37)  0.016
C (-1.07, 1.60, -3.97)  -0.001
C (-0.25, 2.74, -4.08)  0.009
C (1.06, 2.66, -3.70)  -0.003
C (1.56, 1.45, -3.20)  0.010
N (0.82, 0.38, -3.09)  -0.016
C (-0.49, 0.43, -3.47)  -0.003
H (3.29, -6.21, -2.23)  0.000
H (3.45, -3.76, -2.65)  0.000
H (1.06, -7.23, -1.83)  0.000
H (-1.48, -6.88, -1.64)  0.001
H (-3.36, -5.30, -1.72)  0.000
H (-3.03, -2.92, -2.20)  0.001
H (-3.15, -1.67, -3.72)  0.001
H (-4.16, 0.37, -4.60)  -0.001
H (-2.89, 2.47, -4.76)  0.001
H (-0.66, 3.66, -4.47)  0.000
H (1.72, 3.52, -3.78)  0.000
H (2.59, 1.38, -2.88)  0.001
C (0.17, 0.83, 1.83)  0.000
C (1.33, 1.79, 2.03)  0.000
As (1.71, 2.40, 3.88)  0.000
C (-0.09, 3.06, 4.28)  0.000
C (-1.15, 2.28, 4.73)  0.000
C (-2.39, 2.84, 4.97)  0.000
C (-2.60, 4.19, 4.76)  0.000
C (-1.56, 4.99, 4.31)  0.000
C (-0.31, 4.42, 4.08)  0.000
C (1.68, 0.71, 4.85)  0.000
C (1.30, 0.69, 6.19)  0.000
C (1.37, -0.48, 6.93)  0.000
C (1.82, -1.65, 6.33)  0.000
C (2.21, -1.64, 5.00)  0.000
C (2.14, -0.46, 4.26)  0.000
P (-0.44, 0.92, 0.08)  0.000
C (-1.25, 2.57, 0.20)  0.000
C (-2.35, 2.83, 1.02)  0.000
C (-2.85, 4.12, 1.13)  0.000
C (-2.26, 5.16, 0.43)  0.000
C (-1.16, 4.92, -0.37)  0.000
C (-0.66, 3.62, -0.49)  0.000
C (-1.89, -0.20, 0.18)  0.000
C (-3.06, 0.09, -0.52)  0.000
C (-4.15, -0.76, -0.48)  0.000
C (-4.09, -1.93, 0.26)  0.000
C (-2.92, -2.26, 0.92)  0.000
C (-1.83, -1.41, 0.88)  0.000
H (-0.67, 1.08, 2.49)  0.000
H (0.48, -0.19, 2.04)  0.000
H (1.15, 2.74, 1.52)  0.000
H (2.25, 1.38, 1.62)  0.000
H (-1.00, 1.22, 4.91)  0.000
H (-3.21, 2.21, 5.32)  0.000
H (-3.57, 4.63, 4.95)  0.000
H (-1.71, 6.05, 4.14)  0.000
H (0.51, 5.05, 3.74)  0.000
H (0.95, 1.60, 6.67)  0.000
H (1.07, -0.48, 7.97)  0.000
H (1.87, -2.57, 6.91)  0.000
H (2.57, -2.54, 4.53)  0.000
H (2.46, -0.48, 3.23)  0.000
H (-2.81, 2.03, 1.58)  0.000
H (-3.71, 4.31, 1.77)  0.000
H (-2.66, 6.17, 0.53)  0.000
H (-0.69, 5.73, -0.91)  0.000
H (0.19, 3.43, -1.12)  0.000
H (-3.13, 1.01, -1.10)  0.000
H (-5.06, -0.50, -1.02)  0.000
H (-4.95, -2.60, 0.30)  0.000
H (-2.85, -3.19, 1.48)  0.000
H (-0.92, -1.69, 1.40)  0.000



ORCA calculation (wB97M-V/def2-TZVPD) on a molecular structure, C51H41ClNO3OsP2S5.

Values from the calculation:
Electronic energy, hartree: -5472.81230
F_max, Eh/bohr: 0.0494
Total charge: +1
Frontier orbital gap (alpha / beta), eV: 4.3239 / 4.2735

Last column: Mulliken charge in e.
CARTESIAN COORDINATES (ANGSTROEM)
Os (0.61, 0.20, 1.02)  2.712
O (-1.93, -0.30, 1.71)  0.842
C (-1.80, -1.37, 2.59)  0.195
C (-2.29, -1.44, 3.87)  -1.026
C (-2.01, -2.60, 4.60)  -0.954
C (-1.24, -3.62, 4.06)  -1.040
C (-0.73, -3.49, 2.77)  -1.051
C (-1.02, -2.36, 2.03)  -0.357
P (-0.32, -1.94, 0.40)  2.957
C (-1.63, -2.20, -0.83)  0.324
C (-1.27, -2.30, -2.17)  0.644
C (-2.23, -2.53, -3.14)  -0.695
C (-3.57, -2.65, -2.77)  -0.852
C (-3.94, -2.56, -1.43)  -0.773
C (-2.96, -2.34, -0.46)  -0.734
C (0.85, -3.28, 0.02)  0.369
C (2.22, -3.06, 0.12)  0.368
C (3.11, -4.08, -0.22)  -0.504
C (2.62, -5.31, -0.65)  -0.915
C (1.25, -5.53, -0.74)  -0.837
C (0.36, -4.52, -0.41)  -0.741
C (-2.77, 0.80, 1.84)  0.595
C (-4.00, 0.74, 2.46)  -0.848
C (-4.80, 1.87, 2.45)  -0.916
C (-4.38, 3.03, 1.81)  -1.053
C (-3.16, 3.05, 1.17)  0.002
C (-2.33, 1.93, 1.18)  -0.365
P (-0.79, 1.93, 0.23)  1.985
C (0.02, 3.50, 0.63)  0.636
C (-0.24, 4.19, 1.81)  -1.220
C (0.46, 5.36, 2.10)  -0.923
C (1.42, 5.83, 1.21)  -0.871
C (1.68, 5.14, 0.03)  -1.045
C (0.98, 3.98, -0.25)  -0.409
C (-1.40, 2.18, -1.46)  0.292
C (-1.50, 3.44, -2.04)  -0.605
C (-2.04, 3.58, -3.32)  -0.872
C (-2.49, 2.47, -4.02)  -0.782
C (-2.41, 1.21, -3.43)  -0.542
C (-1.87, 1.07, -2.16)  0.572
H (-2.85, -0.62, 4.32)  0.681
H (-2.39, -2.69, 5.62)  0.444
H (-1.02, -4.51, 4.65)  0.441
H (-0.08, -4.26, 2.35)  0.515
H (-0.23, -2.21, -2.47)  -0.390
H (-1.94, -2.61, -4.19)  0.506
H (-4.33, -2.82, -3.53)  0.419
H (-4.98, -2.67, -1.14)  0.474
H (-3.26, -2.29, 0.58)  0.305
H (2.60, -2.11, 0.46)  -0.532
H (4.18, -3.91, -0.15)  0.369
H (3.32, -6.10, -0.92)  0.417
H (0.87, -6.49, -1.07)  0.443
H (-0.71, -4.69, -0.49)  0.513
H (-4.35, -0.18, 2.91)  0.669
H (-5.77, 1.84, 2.94)  0.442
H (-5.01, 3.92, 1.81)  0.483
H (-2.83, 3.94, 0.64)  0.500
H (-0.97, 3.81, 2.52)  0.406
H (0.25, 5.90, 3.02)  0.477
H (1.96, 6.75, 1.44)  0.404
H (2.44, 5.50, -0.66)  0.472
H (1.19, 3.44, -1.17)  0.821
H (-1.16, 4.33, -1.51)  0.518
H (-2.10, 4.57, -3.77)  0.451
H (-2.90, 2.58, -5.02)  0.451
H (-2.77, 0.33, -3.97)  0.462
H (-1.82, 0.09, -1.71)  -0.255
O (1.64, -1.00, 2.59)  -0.698
C (1.21, -0.23, 3.47)  -0.203
C (1.51, -0.21, 4.94)  -0.605
C (0.77, 1.06, 5.39)  -0.736
C (-0.02, 1.53, 4.18)  -0.355
O (-0.84, 2.41, 4.16)  -0.588
N (0.36, 0.72, 3.06)  0.668
H (2.59, -0.18, 5.10)  0.409
H (1.14, -1.12, 5.40)  0.243
H (1.45, 1.87, 5.66)  0.312
H (0.09, 0.91, 6.23)  0.348
C (4.99, -0.84, 2.12)  -0.559
S (5.02, -1.43, 0.41)  -0.072
C (4.51, -0.09, -0.59)  0.715
C (3.70, 0.97, -0.36)  -0.400
S (2.73, 1.31, 1.04)  -0.342
S (3.65, 2.15, -1.67)  0.010
C (4.51, 1.25, -2.86)  0.052
S (4.70, 1.70, -4.40)  -0.153
S (5.18, -0.21, -2.19)  -0.179
H (5.70, -1.49, 2.64)  0.503
H (4.00, -0.93, 2.55)  -0.191
H (5.34, 0.19, 2.17)  0.361
Cl (2.04, -2.94, -3.46)  -0.086
C (1.50, -1.49, -4.25)  0.722
C (1.31, -1.51, -5.62)  -0.566
C (0.89, -0.35, -6.28)  -0.636
C (0.67, 0.82, -5.55)  -0.971
C (0.85, 0.83, -4.19)  -0.055
C (1.26, -0.32, -3.48)  0.275
C (1.43, -0.31, -2.07)  -0.152
H (1.50, -2.42, -6.17)  0.520
H (0.74, -0.37, -7.35)  0.446
H (0.36, 1.73, -6.07)  0.517
H (0.69, 1.75, -3.62)  0.353
H (1.83, -1.17, -1.55)  0.498
H (1.21, 0.59, -1.48)  -0.874



ORCA calculation (wB97M-V/def2-TZVPD) on a molecular structure, C51H42BiN5O6S4Sb.

Values from the calculation:
Electronic energy, hartree: -4741.46831
2S+1: 2
F_max, Eh/bohr: 0.0323
Total charge: -2
Energy relative to the best compared isomer or geometry (same formula, charge and spin), eV: 3.754
Frontier orbital gap (alpha / beta), eV: 4.2350 / 5.2521

Last column: Löwdin spin population.
CARTESIAN COORDINATES (ANGSTROEM)
Bi (-0.55, -1.11, -0.54)  0.009
C (4.84, -3.24, 8.08)  0.000
O (5.06, -3.70, 6.77)  0.003
C (4.22, -3.23, 5.79)  0.008
C (4.53, -3.63, 4.49)  -0.001
C (3.74, -3.21, 3.43)  0.012
C (2.62, -2.41, 3.63)  0.015
C (2.33, -2.01, 4.94)  0.011
C (3.13, -2.40, 6.01)  -0.001
C (1.80, -1.95, 2.49)  0.149
C (2.47, -0.98, 1.62)  0.016
C (3.00, 0.24, 2.02)  0.017
C (3.30, 1.02, 0.88)  0.002
C (2.97, 0.25, -0.21)  0.011
N (2.52, -0.95, 0.25)  0.007
C (2.76, 0.29, -1.69)  0.008
C (1.56, 1.18, -2.01)  0.054
C (1.45, 2.14, -3.01)  0.015
C (0.18, 2.72, -2.84)  0.072
C (-0.42, 2.07, -1.74)  0.008
C (-1.74, 2.34, -1.23)  0.233
C (-2.30, 3.67, -1.55)  0.023
C (-3.57, 3.87, -2.10)  0.021
C (-4.05, 5.14, -2.34)  -0.003
C (-3.28, 6.26, -2.05)  0.018
O (-3.85, 7.49, -2.32)  0.007
C (-3.02, 8.62, -2.21)  0.000
C (-2.01, 6.09, -1.53)  -0.002
C (-1.53, 4.81, -1.29)  0.024
C (-2.48, 1.51, -0.37)  -0.024
N (-2.08, 0.27, 0.13)  0.027
C (-3.05, -0.19, 0.99)  0.098
C (-2.96, -1.35, 1.80)  -0.102
C (-4.23, -1.95, 2.29)  -0.013
C (-4.85, -2.94, 1.53)  -0.004
C (-6.07, -3.49, 1.91)  0.001
C (-6.69, -3.04, 3.07)  0.000
O (-7.92, -3.49, 3.50)  0.000
C (-8.65, -4.29, 2.60)  0.000
C (-6.08, -2.08, 3.85)  0.002
C (-4.86, -1.54, 3.47)  -0.003
C (-1.76, -1.97, 2.15)  0.091
C (-1.58, -2.90, 3.22)  -0.025
C (-0.24, -3.03, 3.43)  0.089
C (0.45, -2.19, 2.47)  -0.014
N (-0.52, -1.61, 1.65)  0.013
C (-4.10, 0.76, 1.03)  -0.027
C (-3.74, 1.82, 0.22)  0.103
N (0.44, 1.14, -1.24)  0.022
C (4.01, 0.69, -2.47)  0.001
C (4.59, -0.13, -3.42)  0.000
C (5.78, 0.24, -4.06)  0.000
C (6.38, 1.45, -3.74)  0.000
O (7.57, 1.89, -4.29)  0.000
C (8.23, 1.01, -5.16)  0.000
C (5.78, 2.29, -2.81)  0.001
C (4.61, 1.91, -2.19)  0.001
H (5.60, -3.71, 8.70)  0.000
H (3.85, -3.53, 8.46)  0.000
H (4.95, -2.15, 8.15)  0.000
H (5.38, -4.28, 4.34)  0.000
H (3.99, -3.53, 2.42)  0.001
H (1.49, -1.36, 5.11)  0.000
H (2.89, -2.05, 7.00)  0.000
H (3.10, 0.55, 3.05)  0.001
H (3.69, 2.02, 0.87)  0.000
H (2.19, 2.38, -3.76)  -0.001
H (-0.25, 3.51, -3.43)  0.004
H (-4.17, 3.01, -2.36)  0.000
H (-5.04, 5.30, -2.77)  -0.001
H (-3.65, 9.48, -2.45)  0.000
H (-2.19, 8.57, -2.92)  0.000
H (-2.62, 8.74, -1.20)  0.000
H (-1.38, 6.93, -1.30)  -0.001
H (-0.54, 4.68, -0.87)  0.000
H (-4.37, -3.27, 0.62)  0.000
H (-6.51, -4.25, 1.29)  0.000
H (-9.64, -4.41, 3.04)  0.000
H (-8.20, -5.28, 2.46)  0.000
H (-8.75, -3.81, 1.62)  0.000
H (-6.57, -1.76, 4.76)  0.000
H (-4.39, -0.78, 4.08)  0.000
H (-2.38, -3.37, 3.77)  -0.004
H (0.26, -3.63, 4.17)  0.006
H (-4.98, 0.69, 1.65)  -0.004
H (-4.29, 2.73, 0.08)  0.008
H (4.13, -1.07, -3.69)  0.000
H (6.20, -0.43, -4.79)  0.000
H (9.15, 1.52, -5.45)  0.000
H (7.63, 0.80, -6.05)  0.000
H (8.47, 0.06, -4.67)  0.000
H (6.26, 3.23, -2.58)  0.000
H (4.14, 2.58, -1.47)  0.001
S (-0.95, -5.86, -2.35)  -0.002
Sb (-0.85, -4.45, -0.57)  0.000
S (1.82, -3.48, -0.55)  0.008
S (-2.44, -2.66, -1.15)  -0.003
C (-2.18, 0.31, -4.18)  0.001
S (-0.56, -0.45, -3.75)  0.002
C (0.18, -0.16, -5.40)  0.001
O (-0.84, -1.89, -3.67)  0.000
H (-2.58, -0.16, -5.08)  0.000
H (-2.03, 1.38, -4.31)  0.001
H (-2.85, 0.12, -3.34)  0.000
H (-0.38, -0.70, -6.16)  0.000
H (1.19, -0.54, -5.31)  0.000
H (0.17, 0.92, -5.57)  0.000
O (2.07, -1.64, -3.06)  0.003
C (2.33, -1.17, -1.97)  0.003
N (2.28, -1.85, -0.79)  0.001



ORCA calculation (wB97M-V/def2-TZVPD) on a molecular structure, C51H44LaN7O7S2.

Values from the calculation:
Electronic energy, hartree: -3708.02890
F_max, Eh/bohr: 0.0533
Total charge: -2
Energy relative to the best compared isomer or geometry (same formula, charge and spin), eV: 1.967
Frontier orbital gap, eV: 6.3227

Last column: Mulliken charge in e.
CARTESIAN COORDINATES (ANGSTROEM)
La (-0.61, -1.00, 0.46)  3.041
O (-2.53, -1.89, 0.28)  -0.222
C (-3.78, -1.78, -0.27)  2.219
C (-3.69, -1.01, -1.63)  -1.544
C (-3.45, 0.45, -1.39)  -0.503
C (-4.44, 1.40, -1.65)  -0.532
C (-4.20, 2.73, -1.36)  -1.290
C (-2.98, 3.09, -0.82)  -0.549
C (-2.02, 2.10, -0.61)  -0.558
C (-0.68, 2.43, -0.04)  -0.698
C (-0.64, 2.12, 1.52)  3.694
O (-1.01, 0.83, 1.77)  -1.233
C (-1.62, 3.10, 2.21)  -0.757
C (-1.25, 4.34, 2.75)  -0.554
C (-2.20, 5.15, 3.37)  -0.791
C (-3.52, 4.74, 3.46)  -0.700
C (-3.90, 3.53, 2.91)  -0.562
C (-2.95, 2.72, 2.30)  0.108
C (0.79, 2.44, 2.02)  -0.242
C (1.31, 1.66, 3.05)  -0.725
C (2.59, 1.88, 3.54)  -0.531
C (3.37, 2.90, 3.02)  -0.521
C (2.86, 3.69, 2.01)  -1.256
C (1.59, 3.46, 1.51)  0.653
N (-2.26, 0.81, -0.89)  1.555
C (-4.40, -3.18, -0.44)  -0.061
C (-3.98, -4.17, 0.46)  -0.443
C (-4.50, -5.45, 0.41)  -0.888
C (-5.45, -5.78, -0.55)  -0.408
C (-5.87, -4.82, -1.44)  -1.041
C (-5.36, -3.53, -1.39)  -0.037
C (-4.76, -1.02, 0.66)  -0.217
C (-4.35, -0.65, 1.93)  -0.230
C (-5.21, 0.02, 2.79)  -0.745
C (-6.49, 0.34, 2.38)  -0.583
C (-6.92, -0.03, 1.11)  -1.074
C (-6.06, -0.71, 0.26)  -0.057
H (-4.58, -1.13, -2.24)  0.691
H (-2.84, -1.45, -2.16)  0.442
H (-5.38, 1.09, -2.08)  0.435
H (-4.96, 3.48, -1.55)  0.413
H (-2.75, 4.11, -0.57)  0.543
H (-0.46, 3.48, -0.23)  1.034
H (0.09, 1.80, -0.49)  -0.790
H (-0.23, 4.67, 2.69)  0.356
H (-1.89, 6.10, 3.80)  0.394
H (-4.25, 5.37, 3.97)  0.385
H (-4.93, 3.20, 2.96)  0.483
H (-3.23, 1.75, 1.91)  -0.171
H (0.70, 0.86, 3.44)  0.421
H (2.99, 1.23, 4.31)  0.357
H (4.38, 3.07, 3.40)  0.369
H (3.46, 4.51, 1.60)  0.386
H (1.24, 4.08, 0.70)  0.302
H (-3.21, -3.90, 1.17)  0.457
H (-4.15, -6.19, 1.12)  0.408
H (-5.85, -6.79, -0.59)  0.369
H (-6.61, -5.07, -2.20)  0.384
H (-5.71, -2.80, -2.11)  0.254
H (-3.34, -0.89, 2.23)  0.588
H (-4.87, 0.30, 3.78)  0.400
H (-7.16, 0.87, 3.05)  0.409
H (-7.92, 0.21, 0.79)  0.402
H (-6.41, -1.00, -0.72)  0.357
C (6.48, -2.95, -2.86)  -1.810
C (5.45, -2.64, -1.80)  1.169
C (5.73, -2.90, -0.46)  -1.073
C (4.79, -2.61, 0.51)  -0.574
C (3.57, -2.06, 0.14)  -0.317
C (3.27, -1.82, -1.18)  0.187
C (4.22, -2.11, -2.15)  -0.984
S (2.48, -1.51, 1.45)  0.925
O (3.39, -1.09, 2.49)  -0.834
O (1.65, -0.43, 0.91)  0.029
N (1.58, -2.76, 2.06)  0.063
C (1.90, -4.05, 1.47)  -0.834
C (1.54, -4.04, -0.05)  0.640
O (2.00, -4.94, -0.75)  -0.879
O (0.80, -3.06, -0.39)  -0.786
H (7.48, -2.97, -2.44)  0.386
H (6.44, -2.22, -3.67)  0.366
H (6.28, -3.94, -3.29)  0.391
H (6.68, -3.34, -0.18)  0.291
H (4.99, -2.78, 1.56)  0.518
H (2.30, -1.43, -1.45)  0.217
H (3.99, -1.94, -3.19)  0.529
H (1.27, -4.79, 1.96)  0.442
H (2.95, -4.33, 1.62)  0.264
O (-0.48, -3.49, 2.69)  -0.554
C (0.09, -2.51, 2.26)  -0.691
S (2.66, 1.60, -1.56)  -0.366
C (4.32, 1.61, -1.53)  0.126
N (5.01, 2.10, -0.48)  0.048
C (6.43, 2.37, -0.49)  -0.710
C (6.89, 2.53, -1.93)  -0.761
C (6.47, 1.27, -2.69)  -0.618
N (5.04, 1.10, -2.56)  0.048
H (4.44, 2.35, 0.32)  -0.081
H (6.99, 1.56, -0.01)  0.302
H (6.62, 3.29, 0.07)  0.360
H (7.96, 2.68, -1.99)  0.368
H (6.37, 3.38, -2.37)  0.344
H (7.01, 0.40, -2.28)  0.196
H (6.73, 1.36, -3.75)  0.386
H (4.49, 0.78, -3.34)  0.285
N (-0.05, -0.56, -1.95)  -0.089
C (-0.14, -0.14, -3.02)  0.635
C (-0.26, 0.36, -4.32)  -0.005
C (0.90, 0.66, -5.07)  0.013
N (1.83, 0.90, -5.70)  -0.712
C (-1.53, 0.55, -4.90)  0.048
N (-2.56, 0.72, -5.40)  -0.693